Entry 1:
Formula: C27H46BCl4F11IN4O4
Source: OMol25
Level of theory: the ωB97M-V functional and the def2-TZVPD basis

XYZ file:
```
98
Properties=species:S:1:pos:R:3:forces:R:3
I 0.361345 4.182662 -0.890541 -0.045 -0.097 -0.020
Cl 5.862432 4.369505 -5.135558 -0.022 -0.018 -0.004
Cl 2.838913 4.455872 -3.594245 0.034 0.026 0.001
Cl 2.290811 -7.084642 0.239654 0.069 -0.013 -0.048
Cl -0.736951 -8.427674 0.992975 0.000 0.041 0.003
F 1.938623 -0.991612 -1.414472 -0.072 0.405 0.266
F 3.622696 -1.352486 0.231070 -0.040 0.129 -0.299
F 2.898431 1.133192 0.962918 -0.005 0.050 -0.142
F 1.580934 0.247868 2.514403 -0.204 0.153 -0.172
F 3.728231 -0.952564 3.641590 0.191 -0.034 -0.345
F 3.865395 1.185205 3.363327 0.068 -0.308 -0.112
F 2.410416 -2.237944 1.737808 -0.676 0.052 0.277
F 1.001356 1.085806 -0.492283 -0.039 -0.177 0.131
F 5.043591 -0.110746 2.098484 -0.230 -0.291 0.139
F 1.335719 -2.729770 -0.349320 -0.153 -0.125 0.236
F -3.955530 -0.687072 0.839897 -0.162 0.131 0.354
O -3.259379 -2.240043 -1.534907 0.248 0.531 0.197
O -2.194334 -1.430531 -3.520704 0.424 0.378 0.463
O 2.724436 0.170023 -3.647670 -0.037 -0.102 0.334
O -1.425389 -0.132849 1.722690 0.418 -0.048 -0.458
N -3.242535 0.018417 3.831470 0.124 -0.061 -0.229
N -0.290805 0.595436 -0.732920 0.819 0.338 0.240
N -4.994530 1.369812 2.837404 0.274 0.065 -0.657
N -3.410925 2.268016 4.394160 -0.211 0.179 -0.335
C 3.991236 0.549986 -3.139667 0.035 0.020 -0.060
C 1.524660 -8.492717 -0.544617 0.018 -0.065 -0.050
C -2.582733 1.822897 2.221309 -0.003 0.034 0.201
C 4.946523 5.825559 -4.673632 0.023 0.025 -0.030
C 0.363274 0.386378 -3.309823 0.293 0.168 -0.276
C -0.482106 -3.710657 1.576489 0.370 0.138 -0.102
C 1.704877 1.122384 -3.504583 -0.030 0.188 -0.278
C -3.356659 0.401311 0.250594 0.535 0.336 -1.117
C -0.560379 -2.258622 1.974059 -1.365 -0.538 1.055
C 3.880502 -0.005915 2.725391 -0.106 0.817 0.366
C -0.745842 -1.889883 -1.413067 -0.220 -0.186 -0.709
C 0.308048 -4.597205 2.176362 -0.164 -0.128 0.034
C 0.026341 -8.351563 -0.615498 -0.034 -0.027 -0.055
C -1.168892 1.590910 0.080787 -1.636 0.874 -0.277
C -0.512520 0.923019 -2.186848 -0.150 0.485 -0.984
C -2.144546 0.895552 1.074413 0.197 0.020 0.952
C 0.255644 4.144569 2.638953 -0.471 -0.449 0.316
C -3.591118 1.313544 3.282194 -0.455 0.151 0.986
C 2.445439 -1.200748 0.896609 1.420 -0.014 -0.463
C -0.188482 -0.921800 -0.332447 -0.630 -1.290 0.203
C -1.073440 -1.264551 0.931168 -0.284 0.474 0.687
C 0.429624 2.847479 1.815061 -0.034 1.113 0.086
C -4.370299 1.451852 -0.179327 0.125 0.103 -0.148
C -0.510097 2.871997 0.608164 0.520 0.037 0.317
C 1.355564 -1.384517 -0.262502 -0.031 -0.165 -0.154
C 4.179695 5.624694 -3.392829 0.037 0.120 0.061
C 2.667254 0.067925 1.737318 0.028 -0.513 0.493
B -2.141650 -1.809397 -2.187881 -0.238 0.308 0.035
H -4.055740 2.010711 5.136435 0.146 -0.104 0.117
H -5.558277 2.009989 3.371467 -0.067 -0.109 0.135
H -4.067170 -1.939819 -1.965125 -0.202 -0.491 -0.132
H -1.570536 0.797686 -2.411441 -0.009 -0.523 0.422
H 0.556580 -0.678621 -3.325397 -0.082 0.045 0.133
H -0.487180 3.972665 3.423783 -0.033 0.062 -0.048
H -3.952358 2.043810 -0.999887 0.024 0.023 0.047
H -5.426728 0.463053 2.756304 -0.064 -0.013 0.051
H 4.284789 6.079645 -5.497409 -0.011 -0.035 -0.005
H 1.904101 1.836377 -2.696780 0.088 -0.229 0.120
H 1.460560 2.832289 1.474497 -0.046 -0.500 0.066
H -1.725725 2.103413 2.823430 0.197 -0.205 -0.137
H -0.257179 -7.406121 -1.071158 0.009 0.015 0.020
H 4.493018 -0.357268 -2.806753 0.059 -0.006 -0.119
H 1.931832 -8.559765 -1.551788 0.000 0.045 -0.004
H 5.666787 6.630552 -4.539604 0.012 -0.014 0.029
H -1.360405 3.499950 0.856896 -0.184 -0.240 0.044
H -0.237191 0.583242 -4.201535 -0.140 -0.107 0.083
H 0.721483 -5.433244 1.625251 -0.921 -0.647 0.378
H 0.295745 -1.911857 2.541947 0.261 -0.013 -0.350
H 0.197189 2.027270 2.486521 0.262 -0.307 -0.301
H -1.145563 -4.062839 0.788810 0.629 0.273 -0.684
H 1.818441 -9.378806 0.011324 -0.025 0.023 0.054
H 4.584218 1.047351 -3.910630 0.051 0.033 0.052
H -4.694043 2.121115 0.608092 -0.129 -0.184 0.094
H 4.821693 5.254380 -2.598254 -0.010 -0.072 -0.022
H -0.118050 4.976861 2.041682 0.328 0.107 -0.052
H -2.017504 -1.692498 0.589405 0.218 -0.004 -0.529
H -3.948623 -0.232418 4.514730 0.049 -0.013 0.092
H -2.984574 2.763949 1.841231 -0.166 -0.128 -0.131
H -0.006368 -2.081031 -2.188300 0.054 0.000 0.141
H 1.653325 1.726874 -4.419097 -0.055 0.038 0.032
H -0.394012 2.008720 -2.226651 0.058 -0.051 0.314
H 1.174886 4.408204 3.156614 0.046 0.161 -0.167
H 0.541418 -4.523916 3.234424 0.983 0.617 -0.246
H -0.388073 -9.165483 -1.207633 0.013 -0.026 0.024
H 3.895950 1.217612 -2.277465 -0.059 0.033 -0.014
H -2.941141 0.072183 -0.713001 -0.021 -0.580 0.179
H -5.226113 0.923847 -0.601655 -0.069 0.040 0.124
H -0.872466 -2.831967 -0.875224 0.233 0.028 0.073
H -2.736965 -0.666253 -3.725645 -0.339 -0.248 -0.314
H -1.852922 2.006458 -0.661718 0.247 -0.247 -0.351
H -3.737734 3.180327 4.082993 0.133 0.077 0.027
H 3.735443 6.566382 -3.076178 -0.038 -0.003 -0.044
H -1.367994 -2.198087 2.720229 0.009 0.210 -0.051
H -3.249734 -0.701271 3.120897 0.035 0.026 -0.054
```
Forces are in eV/Å.

The calculation puts the HOMO energy at -11.135 eV. For the gap between HOMO and LUMO, the calculation gives 8.449 eV. Its multiplicity is 1. The total energy comes out at -131645.695 eV. Its total charge is +1. The largest force on an atom is 1.9 eV Å⁻¹.

Partial charges, Löwdin, in e: I 1.04; Cl 0.55; Cl 0.52; Cl 0.56; Cl 0.54; F 0.13; F 0.15; F 0.15; F 0.15; F 0.20; F 0.17; F 0.16; F 0.01; F 0.20; F 0.13; F 0.04; O 0.19; O 0.16; O -0.19; O -0.03; N 0.10; N 0.04; N 0.08; N 0.07; C -0.08; C -0.65; C -0.04; C -0.66; C -0.10; C -0.16; C -0.24; C -0.31; C -0.10; C -0.53; C 0.01; C 0.02; C -0.66; C -0.14; C -0.10; C -0.32; C -0.09; C -0.63; C -0.31; C -0.05; C -0.21; C -0.32; C 0.00; C -0.62; C -0.30; C -0.64; C -0.35; B -0.64; H 0.08; H 0.08; H 0.13; H 0.13; H 0.11; H 0.07; H 0.09; H 0.08; H 0.07; H 0.06; H 0.07; H 0.10; H 0.06; H 0.09; H 0.07; H 0.08; H 0.06; H 0.13; H 0.00; H 0.11; H 0.10; H 0.11; H 0.07; H 0.09; H 0.06; H 0.07; H 0.05; H 0.14; H 0.09; H 0.13; H 0.12; H 0.12; H 0.04; H 0.08; H 0.08; H 0.07; H 0.08; H 0.11; H 0.10; H 0.12; H 0.11; H 0.12; H 0.08; H 0.08; H 0.14; H 0.06

=====

Entry 2:
Formula: C27H46BN10SV
Source: OMol25
Level of theory: the ωB97M-V functional and the def2-TZVPD basis

XYZ file:
```
86
Properties=species:S:1:pos:R:3:forces:R:3
V 0.057500 0.062800 0.012400 -1.616 1.556 -1.469
S 0.011900 0.015300 -2.526900 0.426 -0.627 -0.103
N -1.232500 1.788400 -0.315000 -0.021 0.058 0.500
N 2.134300 -1.250000 0.074100 0.763 -0.909 0.102
N -2.207900 3.019700 -3.483400 -0.646 0.860 -0.139
N -1.480800 2.074900 -1.649600 -0.083 0.107 -1.349
N 0.110300 -0.071100 2.000100 -0.257 0.478 0.813
N 2.037100 0.092500 -0.028500 0.903 0.857 -0.311
N -0.202700 -2.396200 0.033400 0.380 -0.833 0.075
N 0.681500 -1.288300 2.095400 0.421 -0.911 1.088
N -1.429500 1.961800 -3.796600 0.393 -0.439 1.197
N -1.245300 -1.533900 -0.032300 -0.984 0.249 -0.060
C -3.826600 -0.215700 -0.283100 0.031 -0.300 -0.049
C 1.414100 -2.925300 3.851900 0.007 -0.038 -0.173
C -0.951100 1.342800 -2.692000 -0.257 0.281 -0.045
C 3.332600 -1.652100 -0.397900 0.066 0.247 -0.209
C -3.659000 -1.641400 -0.816500 -0.015 0.208 -0.016
C -0.129900 0.361800 3.242200 0.130 -0.341 0.404
C 3.792800 -3.063200 -0.443800 -0.159 -0.078 0.071
C 3.157800 0.554300 -0.574800 0.424 -0.302 -0.068
C -1.167500 2.633600 2.641100 0.114 -0.250 0.188
C -0.750400 1.650900 3.732900 -0.091 0.231 -0.112
C -2.983300 4.090000 -1.400500 -0.071 0.094 0.004
C -2.246400 3.089700 -2.196200 0.031 -0.070 -0.203
C -2.258300 -2.161400 -0.625700 0.106 -0.520 -0.074
C 0.304600 -0.616900 4.146900 0.040 -0.084 -0.332
C 0.276000 2.363800 4.626100 -0.072 -0.123 -0.088
C -2.000100 1.296300 4.552800 0.097 0.034 -0.137
C 3.414300 2.025600 -0.748300 -0.207 0.164 0.027
C 2.312800 2.631800 -1.623100 0.121 -0.045 0.115
C -4.017500 -1.681100 -2.306900 0.069 0.052 0.133
C -1.853100 -3.458900 -0.956100 0.247 0.249 0.138
C 4.011300 -0.522900 -0.825800 -0.274 0.022 0.098
C 0.815300 -1.647800 3.386000 -0.128 0.209 0.212
C 4.775500 2.281400 -1.395600 -0.194 -0.128 0.079
C -0.547600 -3.575200 -0.521300 -0.335 0.046 -0.295
C 0.343700 -4.754200 -0.653300 0.193 0.091 0.067
C -4.605100 -2.567200 -0.038700 0.096 0.079 -0.017
C 3.383500 2.654300 0.650500 -0.010 -0.029 -0.128
B 1.086100 -2.091500 0.854900 -0.079 0.132 0.231
H -3.335000 -1.061600 -2.887700 0.067 0.056 -0.049
H -0.317600 2.854700 1.995800 0.053 0.054 -0.126
H -3.466100 0.498500 -1.021400 0.089 0.165 -0.034
H -5.031800 -1.317500 -2.455500 -0.123 0.039 -0.031
H 2.300800 2.149600 -2.599100 -0.105 -0.005 -0.061
H -4.370600 -2.544500 1.023100 0.003 -0.030 0.138
H -2.720300 0.758200 3.935500 -0.056 -0.025 0.008
H -5.635700 -2.247500 -0.171900 -0.123 0.055 -0.028
H 4.987100 -0.495100 -1.262600 0.249 -0.004 -0.044
H -3.500600 4.758000 -2.083900 0.009 0.019 0.023
H -1.486300 3.564900 3.108200 -0.029 0.032 -0.026
H 2.445000 -3.009300 3.511000 0.054 -0.080 0.028
H -3.719800 3.611400 -0.755300 -0.022 -0.015 0.059
H 1.145500 2.653800 4.037600 0.104 0.043 0.019
H -4.882400 -0.015300 -0.110700 -0.036 0.101 -0.006
H 5.580100 1.898500 -0.773800 0.130 -0.054 0.062
H -3.959600 -2.694800 -2.692900 -0.013 -0.113 -0.061
H -0.931700 2.633600 0.177700 -0.087 -0.228 -0.274
H -2.088900 1.450700 0.144100 0.194 0.217 -0.304
H 1.576900 -3.111500 1.178000 0.143 -0.241 0.000
H -2.014600 2.238000 2.083200 -0.046 0.013 -0.148
H 3.572300 3.723500 0.590500 -0.012 0.145 0.007
H 1.339100 2.486100 -1.146200 -0.020 0.064 -0.100
H 4.828600 -3.103000 -0.764600 0.064 0.021 -0.022
H 0.250400 -0.581900 5.215700 0.025 -0.020 0.202
H 0.851200 -4.984300 0.280200 0.034 -0.053 0.050
H 2.490400 3.696300 -1.762800 -0.037 0.123 0.029
H 1.399500 -2.963300 4.938100 0.003 -0.003 0.000
H -1.243400 1.733500 -4.761000 0.029 -0.082 0.155
H 4.928100 3.351400 -1.522600 -0.001 0.069 0.001
H -2.302400 4.675400 -0.782000 -0.008 0.038 0.041
H -0.239600 -5.615900 -0.958900 -0.043 -0.078 -0.024
H 0.855800 -3.775600 3.462900 0.027 -0.088 0.025
H -2.470700 2.202900 4.928300 -0.049 0.087 0.035
H 0.608200 1.717800 5.433200 0.065 -0.021 0.088
H -1.746100 0.670100 5.400700 0.000 -0.097 0.137
H 3.710100 -3.540900 0.529800 0.019 -0.058 0.055
H -0.166100 3.256600 5.063800 -0.032 0.092 0.026
H 1.103200 -4.571500 -1.412400 0.061 -0.044 -0.037
H 4.837800 1.811000 -2.373800 0.032 -0.044 -0.132
H -3.295400 -0.113600 0.665200 -0.033 0.102 0.108
H 4.151900 2.204000 1.275800 0.035 -0.009 0.122
H 2.413800 2.481800 1.120300 -0.009 0.046 0.071
H -4.522300 -3.593100 -0.383900 0.010 -0.125 -0.023
H -2.426800 -4.215600 -1.446100 -0.167 -0.249 -0.082
H 3.194500 -3.636400 -1.149100 -0.006 -0.097 -0.040
```
Forces are in eV/Å.

The calculation puts the HOMO energy (spin up / spin down) at -9.615 / -9.099 eV. For the gap between HOMO and LUMO (spin up / spin down), the calculation gives 7.666 / 7.154 eV. As for the expectation value of S²: 0.87. Its multiplicity is 2. The total energy comes out at -80843.847 eV. Its total charge is +1. The largest force on an atom is 2.7 eV Å⁻¹.

Partial charges, Löwdin, in e: V 0.60; S 0.78; N 0.04; N 0.03; N 0.13; N -0.08; N 0.01; N -0.03; N 0.02; N 0.02; N 0.05; N 0.00; C -0.04; C 0.00; C -0.73; C -0.23; C -0.53; C -0.20; C 0.00; C -0.23; C -0.05; C -0.53; C 0.01; C -0.33; C -0.23; C 0.04; C -0.03; C -0.03; C -0.54; C -0.05; C -0.03; C 0.05; C 0.06; C -0.24; C -0.04; C -0.24; C 0.00; C -0.03; C -0.03; B -0.50; H 0.08; H 0.07; H 0.07; H 0.09; H 0.08; H 0.10; H 0.09; H 0.09; H 0.12; H 0.10; H 0.10; H 0.09; H 0.09; H 0.09; H 0.10; H 0.09; H 0.09; H 0.09; H 0.07; H 0.12; H 0.07; H 0.09; H 0.05; H 0.09; H 0.12; H 0.08; H 0.09; H 0.09; H 0.17; H 0.09; H 0.09; H 0.09; H 0.09; H 0.09; H 0.08; H 0.08; H 0.08; H 0.09; H 0.08; H 0.09; H 0.08; H 0.09; H 0.07; H 0.08; H 0.12; H 0.08